(1)
Entry from the Open Molecules 2025 dataset: an isolated ion of composition C4H9N2OS and charge -1 (wB97M-V/def2-TZVPD).

Values from the calculation:
- Kohn-Sham gap: 6.94 eV
- SMILES: CC(C)(NN)C([O-])=S
- E_HOMO: -0.11400 hartree

ORCA input file:
```
! wB97M-V def2-TZVPD RIJCOSX def2/J DEFGRID3
* xyz -1 1
C 0.4298 -0.9384 1.3766
C 0.2512 0.0251 0.2185
C 0.1187 -0.6741 -1.1418
N -0.6036 1.1844 0.4051
N -0.5253 2.2076 -0.6163
C 1.9253 0.6552 0.2564
O 2.1028 1.8033 0.5712
S 3.0085 -0.4704 -0.2441
H -0.3604 -1.7157 1.4206
H 1.3820 -1.4455 1.4377
H 0.2500 -0.4430 2.2300
H -0.5057 -1.5572 -0.8859
H 1.0630 -0.8938 -1.3825
H -0.3600 -0.1015 -1.9529
H -0.3429 1.7217 1.2521
H 0.1895 2.1199 -1.3092
H -1.4159 2.1127 -1.0631
*
```

Here are the natural (NBO) charges for atoms 1 to 8, given in e: atom 1 (C): -0.621, atom 2 (C): 0.024, atom 3 (C): -0.637, atom 4 (N): -0.495, atom 5 (N): -0.671, atom 6 (C): 0.304, atom 7 (O): -0.675, atom 8 (S): -0.489

***

(2)
Entry from the Open Molecules 2025 dataset: a 2-piece molecular cluster, C4H9N2P overall (wB97M-V/def2-TZVPD).

Values from the calculation:
- Kohn-Sham gap (spin up / spin down): 7.59 / 7.93 eV
- E_HOMO (spin up / spin down): -0.26696 / -0.28181 hartree

ORCA input file:
```
! wB97M-V def2-TZVPD RIJCOSX def2/J DEFGRID3
* xyz 0 1
C -1.1761 -0.5936 -0.4348
C -0.8680 -0.6258 1.0307
C -1.1477 0.8626 -0.7958
C 0.3968 0.2044 1.1481
N 2.6133 -0.0744 -0.6051
N 2.2732 -0.9916 0.0334
P 0.4019 1.5202 0.0840
H -0.3902 -1.2247 -0.9516
H -2.1661 -1.0078 -0.4988
H -1.7513 -0.3045 1.5547
H -0.6684 -1.5178 1.4274
H -1.2794 0.9962 -1.8654
H -2.1017 1.1495 -0.4918
H 0.7588 0.2458 2.2430
H 3.5288 0.1048 -1.0874
H 1.5760 1.2568 -0.7907
*
```

Here are the natural (NBO) charges for atoms 1 to 8, given in e: atom 1 (C): -0.391, atom 2 (C): -0.449, atom 3 (C): -0.677, atom 4 (C): -0.527, atom 5 (N): -0.339, atom 6 (N): -0.029, atom 7 (P): 0.536, atom 8 (H): 0.199

***

(3)
Entry from the Open Molecules 2025 dataset: C4H9N2PS as an isolated structure (wB97M-V/def2-TZVPD).

Values from the calculation:
- Kohn-Sham gap: 8.66 eV
- E_HOMO: -0.29326 hartree

ORCA input file:
```
! wB97M-V def2-TZVPD RIJCOSX def2/J DEFGRID3
* xyz 0 1
C 1.8086 1.8435 -0.6448
C -0.3515 -1.5849 0.7765
C -1.2258 -0.7513 -1.2527
C 0.3523 0.5500 1.5612
N -0.1988 -0.6824 -0.2356
N -0.6486 -0.2159 1.0386
P 1.8252 0.4030 0.2281
S 3.1314 -1.0097 -0.0906
H 1.0328 2.5979 -0.3936
H 2.6011 2.3626 -1.2371
H -1.2305 -2.1713 0.9112
H 0.4929 -2.0676 1.2023
H -0.8980 -1.5013 -2.1096
H -2.1795 -0.9472 -0.7727
H -1.4962 0.3665 -1.5800
H -0.0797 1.5791 1.4348
H 0.5738 0.3291 2.6999
*
```

Here are the natural (NBO) charges for atoms 1 to 8, given in e: atom 1 (C): -1.045, atom 2 (C): -0.093, atom 3 (C): -0.431, atom 4 (C): -0.472, atom 5 (N): -0.294, atom 6 (N): -0.297, atom 7 (P): 1.128, atom 8 (S): -0.515

***

(4)
Entry from the Open Molecules 2025 dataset: an isolated ion of composition C4H9N2S and charge +1 (wB97M-V/def2-TZVPD).

Values from the calculation:
- Kohn-Sham gap (spin up / spin down): 7.42 / 7.43 eV
- SMILES: C=NCC[N+](C)=S
- E_HOMO (spin up / spin down): -0.50917 / -0.50917 hartree

ORCA input file:
```
! wB97M-V def2-TZVPD RIJCOSX def2/J DEFGRID3
* xyz 1 1
C 2.1547 1.6387 0.4429
N 1.1604 1.0085 0.0318
C 1.0431 -0.3233 -0.4208
C -0.3704 -0.5484 -1.0647
N -1.3465 -0.0016 -0.1762
C -1.9584 -0.8469 0.8161
S -1.4633 1.5838 -0.1071
H 2.0182 2.6623 0.7658
H 3.1563 1.2145 0.5044
H 1.1577 -1.0124 0.4219
H 1.7881 -0.5627 -1.1855
H -0.4020 -0.0055 -2.0093
H -0.5263 -1.6124 -1.2405
H -3.0030 -1.0333 0.5468
H -1.4491 -1.8064 0.8855
H -1.9595 -0.3549 1.7890
*
```

Here are the natural (NBO) charges for atoms 1 to 8, given in e: atom 1 (C): 0.046, atom 2 (N): -0.405, atom 3 (C): -0.266, atom 4 (C): -0.241, atom 5 (N): -0.408, atom 6 (C): -0.447, atom 7 (S): 0.630, atom 8 (H): 0.203

***

(5)
Entry from the Open Molecules 2025 dataset: an isolated ion of composition C4H9N2S and charge +1 (wB97M-V/def2-TZVPD).

Values from the calculation:
- Kohn-Sham gap: 10.11 eV
- SMILES: CC1=N[C@@H]([NH3+])SC1
- E_HOMO: -0.51256 hartree

ORCA input file:
```
! wB97M-V def2-TZVPD RIJCOSX def2/J DEFGRID3
* xyz 1 1
C -1.1553 -1.9332 0.8984
C -0.3842 -0.8157 0.2605
N -0.9625 0.2881 -0.0530
C -0.0048 1.0817 -1.0534
N 0.3709 2.3259 -0.3193
S 1.4079 0.0911 -1.4219
C 1.1154 -0.9300 -0.0128
H -1.8198 -2.5494 0.2753
H -2.0202 -1.4375 1.3933
H -0.6472 -2.6309 1.6644
H -0.4873 1.2906 -2.0775
H -0.0588 2.4814 0.6026
H 0.1580 3.2821 -0.7957
H 1.3814 1.9430 -0.0781
H 1.6125 -0.5106 0.8758
H 1.4941 -1.9765 -0.1587
*
```

Here are the natural (NBO) charges for atoms 1 to 8, given in e: atom 1 (C): -0.720, atom 2 (C): 0.349, atom 3 (N): -0.420, atom 4 (C): -0.131, atom 5 (N): -0.761, atom 6 (S): 0.310, atom 7 (C): -0.641, atom 8 (H): 0.286

***

(6)
Entry from the Open Molecules 2025 dataset: an isolated ion of composition C4H9N2S and charge +1 (wB97M-V/def2-TZVPD).

Values from the calculation:
- Kohn-Sham gap: 7.74 eV
- SMILES: C/C=[NH+]/C/C=N/S
- E_HOMO: -0.46529 hartree

ORCA input file:
```
! wB97M-V def2-TZVPD RIJCOSX def2/J DEFGRID3
* xyz 1 1
C -2.1225 -1.6290 -0.0505
C -1.3204 -0.4595 0.3439
N -0.7810 0.2632 -0.5680
C 0.0683 1.3164 -0.1810
C 1.5182 1.1630 0.0820
N 2.0167 0.0034 -0.1039
S 3.4556 -0.7718 0.0434
H -2.0743 -1.7679 -1.0953
H -3.1471 -1.5497 0.4089
H -1.4224 -2.4626 0.2974
H -1.3686 0.1149 1.2876
H -0.4876 -0.3051 -1.3779
H -0.3996 1.6855 0.7370
H -0.0664 2.0947 -0.9766
H 1.9869 2.0943 0.5989
H 4.1440 0.2104 0.5541
*
```

Here are the natural (NBO) charges for atoms 1 to 8, given in e: atom 1 (C): -0.699, atom 2 (C): 0.348, atom 3 (N): -0.408, atom 4 (C): -0.285, atom 5 (C): 0.065, atom 6 (N): -0.623, atom 7 (S): 0.361, atom 8 (H): 0.247

***

(7)
Entry from the Open Molecules 2025 dataset: an isolated ion of composition C4H9N2S and charge +1 (wB97M-V/def2-TZVPD).

Values from the calculation:
- Kohn-Sham gap: 9.35 eV
- E_HOMO: -0.50678 hartree

ORCA input file:
```
! wB97M-V def2-TZVPD RIJCOSX def2/J DEFGRID3
* xyz 1 1
C 0.0402 -0.3263 0.3444
C -0.2624 0.5867 -0.8098
C 2.0558 0.3026 -1.0832
C -0.4275 0.1847 1.7156
N -0.3962 -1.5566 0.0694
N 0.9466 0.7853 -1.6152
S 1.9903 -0.3073 0.4815
H -1.1171 0.0944 -1.4641
H -0.6352 1.5479 -0.4252
H 2.9470 0.3151 -1.5987
H -1.4221 0.5894 1.4062
H 0.0245 1.0131 2.2151
H -0.6191 -0.6213 2.3465
H -0.0041 -1.9252 -0.7698
H 1.0238 1.5475 -2.3418
H -0.7499 -2.4067 0.6677
*
```

Here are the natural (NBO) charges for atoms 1 to 8, given in e: atom 1 (C): 0.115, atom 2 (C): -0.277, atom 3 (C): 0.001, atom 4 (C): -0.630, atom 5 (N): -0.832, atom 6 (N): -0.499, atom 7 (S): 0.365, atom 8 (H): 0.267

***

(8)
Entry from the Open Molecules 2025 dataset: a 2-piece molecular cluster, C4H9N3 overall (wB97M-V/def2-TZVPD).

Values from the calculation:
- Kohn-Sham gap: 9.93 eV
- SMILES: [H]/N=C(/N)C=C.C=N
- E_HOMO: -0.34082 hartree

ORCA input file:
```
! wB97M-V def2-TZVPD RIJCOSX def2/J DEFGRID3
* xyz 0 1
H 0.8867 -2.2703 -0.7700
N -0.0868 -2.1086 -0.5350
C -0.2843 -1.1424 0.2646
N -1.5222 -1.0054 0.8362
C 0.7820 -0.2191 0.8629
C 2.0265 -0.1566 0.4188
H -1.7858 -0.0949 1.1768
H -2.2582 -1.4884 0.3452
H 0.5230 0.1683 1.8406
H 2.8019 0.3447 0.9751
H 2.3146 -0.5632 -0.5387
C -0.6615 2.0693 -0.8007
N -1.2433 1.2125 -1.4919
H 0.3994 1.9567 -0.4406
H -1.2288 2.9062 -0.4025
H -0.6632 0.3913 -1.7407
*
```

Here are the natural (NBO) charges for atoms 1 to 8, given in e: atom 1 (H): 0.341, atom 2 (N): -0.716, atom 3 (C): 0.398, atom 4 (N): -0.800, atom 5 (C): -0.270, atom 6 (C): -0.348, atom 7 (H): 0.382, atom 8 (H): 0.400

***

One value per record, in order, for calculated total energy: -740.73054, -608.48607, -1006.70114, -665.17270, -665.20195, -665.17617, -665.22861, -322.01910 Eh.
One value per record, in order, for relative energy (zero: lowest compared OMol25 entry of this formula, charge and spin): 245.4, 495.6, 44.5, 314.1, 237.3, 305.0, 167.3, 187.1 kJ/mol.